{
  "formula": "C27H26N3S2SiV",
  "method": "ωB97M-V/def2-TZVPD",
  "gap_ev": [6.5824, 6.9691],
  "total_charge": -1,
  "e_homo_ha": [-0.1553, -0.1696],
  "spin_multiplicity": 4,
  "symbols": ["V", "S", "C", "C", "C", "C", "N", "C", "C", "C", "S", "C", "N", "H", "H", "C", "Si", "C", "N", "C", "C", "C", "C", "C", "C", "C", "C", "C", "C", "C", "C", "C", "C", "C", "C", "C", "H", "H", "H", "H", "H", "H", "H", "H", "H", "H", "H", "H", "H", "H", "H", "H", "H", "H", "H", "H", "H", "H", "H", "H"],
  "coordinates": [[8.803, 14.227, 8.671], [7.665, 12.186, 7.983], [8.976, 11.046, 8.044], [8.661, 9.678, 8.212], [9.614, 8.665, 8.192], [9.176, 7.322, 8.268], [8.768, 6.235, 8.375], [10.950, 9.054, 8.066], [11.278, 10.400, 7.880], [10.326, 11.449, 7.894], [10.802, 13.112, 7.775], [12.049, 8.139, 8.245], [13.002, 7.523, 8.465], [7.618, 9.462, 8.312], [12.308, 10.743, 7.711], [8.898, 14.529, 10.881], [8.334, 16.173, 11.010], [6.838, 16.240, 9.803], [7.180, 15.645, 8.457], [5.978, 15.150, 7.745], [5.428, 16.035, 6.641], [6.498, 16.255, 5.547], [7.898, 16.122, 6.193], [7.895, 16.602, 7.653], [9.644, 17.452, 10.470], [10.947, 16.989, 10.218], [11.887, 17.775, 9.565], [11.519, 19.031, 9.185], [10.266, 19.527, 9.423], [9.312, 18.730, 10.113], [7.728, 16.696, 12.760], [6.809, 15.917, 13.455], [6.284, 16.361, 14.689], [6.766, 17.504, 15.306], [7.766, 18.230, 14.655], [8.221, 17.816, 13.407], [8.198, 13.753, 11.290], [9.899, 14.252, 11.252], [6.278, 17.191, 9.782], [6.193, 15.567, 10.348], [5.172, 14.911, 8.433], [6.146, 14.187, 7.250], [5.036, 16.992, 7.008], [4.539, 15.578, 6.233], [6.333, 17.199, 5.043], [6.352, 15.486, 4.751], [8.624, 16.751, 5.705], [8.246, 15.083, 6.206], [7.401, 17.553, 7.744], [8.928, 16.727, 7.969], [11.149, 15.933, 10.404], [12.895, 17.430, 9.399], [12.279, 19.677, 8.779], [10.045, 20.509, 9.099], [8.347, 19.179, 10.225], [6.418, 14.990, 13.033], [5.560, 15.688, 15.153], [6.429, 17.776, 16.312], [8.089, 19.140, 15.155], [9.031, 18.313, 12.847]],
  "atomic_forces_ev_per_a": [[0.516, -1.135, 0.033], [-0.228, 0.301, 0.232], [-0.011, -0.562, 0.070], [0.357, 0.859, -0.488], [-0.308, 1.112, 0.012], [-0.651, -2.272, 0.573], [0.650, 1.626, -0.290], [0.899, 0.262, -0.150], [0.083, 0.979, -0.092], [-0.142, -1.309, 0.127], [0.235, 0.212, 0.013], [0.433, -0.071, 0.071], [-0.601, 0.147, -0.242], [-0.374, -0.357, 0.047], [-0.343, -0.610, 0.299], [0.493, -2.007, -0.117], [-0.182, 1.310, 0.831], [0.486, 0.103, 0.211], [-1.307, -0.072, 1.629], [-0.858, -0.713, -0.556], [0.133, 0.970, -0.078], [-0.201, -1.165, 0.002], [-0.411, 0.551, 0.345], [-0.049, -0.103, -1.291], [-0.168, -1.380, 0.316], [-0.251, -0.565, -0.515], [-0.155, -0.995, 0.833], [0.727, 1.060, -0.180], [-0.909, -1.124, 1.037], [1.315, 1.687, -1.527], [-0.218, -0.504, -0.492], [-0.898, 0.603, 0.540], [0.290, -1.281, -0.554], [0.196, -0.182, -0.083], [-0.452, 0.109, 0.312], [0.768, 0.718, -0.370], [0.324, 0.652, -0.421], [-0.291, 0.266, -0.101], [0.217, -0.054, -0.506], [-0.430, -0.565, -0.116], [0.174, 0.229, 0.481], [0.596, 0.066, 0.227], [0.379, 0.055, 0.206], [-0.208, -0.452, -0.199], [0.213, 0.405, 0.049], [0.302, 0.378, 0.561], [0.367, -0.051, -0.583], [0.021, 0.089, -0.338], [-0.083, 0.899, -0.097], [0.162, 0.011, 0.380], [0.180, 0.286, 0.196], [0.075, -0.190, -0.091], [0.047, 0.190, -0.432], [-0.405, 0.896, -0.178], [-0.631, -0.152, 0.340], [0.121, 0.154, 0.040], [0.079, 0.440, 0.155], [0.021, 0.056, -0.484], [0.399, -0.131, -0.298], [-0.490, 0.322, 0.702]]
}